--- A ---
{"formula": "C2H7N4O", "method": "ωB97M-V/def2-TZVPD", "symbols": ["N", "H", "C", "H", "H", "N", "H", "H", "N", "H", "O", "H", "C", "N"], "xyz": [[1.869, -0.102, -1.511], [1.732, -0.046, -2.523], [-0.535, 1.242, 0.522], [2.839, 0.135, -1.287], [-1.961, 1.347, 1.940], [-0.830, -0.417, 0.599], [-1.227, 2.860, 1.474], [-1.604, -3.556, 0.820], [-1.302, 1.857, 1.372], [1.655, -1.045, -1.173], [0.320, 1.585, -0.245], [1.207, 0.604, -1.016], [-1.077, -1.644, 0.632], [-1.087, -2.818, 0.397]], "nbo_charge": [-0.90, 0.44, 0.94, 0.44, 0.45, -0.75, 0.44, 0.43, -0.77, 0.45, -0.61, 0.47, 0.68, -0.72], "total_charge": 1, "orbital_gap_ha": 0.355, "spin_multiplicity": 1, "homo_ev": -12.990, "lumo_energy_ev": -3.3}

--- B ---
{"formula": "C2H7N4O", "method": "ωB97M-V/def2-TZVPD", "symbols": ["H", "H", "H", "N", "H", "H", "N", "H", "C", "N", "N", "H", "C", "O"], "xyz": [[-0.235, -1.471, 1.992], [1.681, -0.131, -1.060], [-1.882, -1.467, -0.738], [-0.028, 0.057, 0.684], [-1.034, 0.109, 2.478], [0.745, 1.782, 0.430], [0.923, 0.961, 1.027], [-1.355, -0.709, -2.156], [0.798, 0.438, -1.442], [-0.618, -0.515, 1.809], [-1.236, -0.823, -1.173], [1.931, 0.664, 1.027], [-0.279, -0.129, -0.571], [0.591, 1.233, -2.306]], "nbo_charge": [0.41, 0.15, 0.44, -0.03, 0.43, 0.39, -0.62, 0.44, 0.37, -0.68, -0.70, 0.40, 0.42, -0.40], "total_charge": 1, "orbital_gap_ha": 0.365, "spin_multiplicity": 1, "homo_ev": -14.478, "lumo_energy_ev": -4.5}

--- C ---
{"formula": "C2H7N4O", "method": "ωB97M-V/def2-TZVPD", "symbols": ["N", "H", "C", "H", "H", "H", "H", "H", "N", "H", "N", "C", "O", "N"], "xyz": [[1.405, -0.114, 0.405], [-1.390, 2.299, -0.286], [-0.967, 0.210, 0.089], [-0.099, -1.612, 0.664], [-2.938, 0.505, 0.334], [3.183, 0.241, 0.454], [-2.523, -1.147, 0.193], [0.182, -1.285, -1.127], [-2.225, -0.203, 0.253], [2.785, -0.962, -0.882], [-0.680, 1.459, -0.088], [0.143, -0.825, -0.043], [0.565, 1.826, 0.049], [2.560, -0.391, -0.017]], "nbo_charge": [0.08, 0.42, 0.42, 0.27, 0.42, 0.44, 0.42, 0.24, -0.76, 0.40, -0.16, -0.33, -0.48, -0.39], "total_charge": 1, "orbital_gap_ha": [0.269, 0.269], "spin_multiplicity": 1, "homo_ev": [-12.312, -12.313], "lumo_energy_ev": [-5.0, -5.0]}

Here are the energies relative to the best structure, in hartree: A 0.0000; B 0.0839; C 0.1554.

--- A ---
{"formula": "C7H12S", "method": "ωB97M-V/def2-TZVPD", "symbols": ["H", "H", "H", "C", "H", "H", "C", "C", "C", "H", "C", "H", "H", "H", "H", "C", "H", "S", "C", "H"], "xyz": [[1.313, 0.745, 2.339], [1.868, 1.857, 1.150], [0.421, -2.123, 0.801], [-1.749, -0.062, -0.803], [-3.163, -0.538, 1.054], [-2.084, 0.237, -1.845], [-1.118, -1.353, -0.415], [1.762, 0.797, 1.327], [-0.119, -1.138, 0.724], [2.713, 0.329, 1.220], [-0.207, 0.969, -0.508], [1.629, 0.938, -1.603], [-0.595, -1.810, -1.217], [-0.236, 2.086, -0.650], [0.685, -0.629, -1.871], [0.791, 0.147, 0.357], [-1.845, -2.044, 0.056], [-3.002, 0.593, 0.361], [0.879, 0.258, -1.196], [-0.646, -0.829, 1.600]], "nbo_charge": [0.22, 0.22, 0.21, -0.31, 0.11, 0.24, -0.46, -0.61, -0.38, 0.22, -0.21, 0.22, 0.22, 0.22, 0.21, -0.04, 0.22, -0.04, -0.47, 0.21], "orbital_gap_ha": 0.345, "spin_multiplicity": 1, "homo_ev": -8.428, "lumo_energy_ev": 1.0}

--- B ---
{"formula": "C7H12S", "method": "ωB97M-V/def2-TZVPD", "symbols": ["H", "H", "H", "C", "H", "H", "C", "H", "H", "H", "C", "C", "S", "C", "H", "C", "H", "H", "H", "C"], "xyz": [[2.503, -1.325, 0.490], [-1.016, -1.961, -0.209], [0.156, -2.497, 0.627], [-0.217, 0.775, 0.253], [-1.827, 1.484, -0.764], [-2.853, -0.603, 1.339], [0.523, 2.246, 0.158], [0.363, 2.891, 1.024], [0.152, 2.801, -0.650], [-3.890, 0.330, -0.254], [0.469, -0.419, 0.093], [0.060, -1.877, -0.240], [0.682, -2.520, -1.821], [-1.624, 0.796, 0.163], [1.977, 0.451, 1.063], [-2.839, 0.142, 0.528], [1.464, 2.268, -0.175], [2.188, 0.164, -0.811], [1.792, -2.749, -1.083], [1.935, -0.397, 0.269]], "nbo_charge": [0.23, 0.24, 0.23, -0.09, 0.18, 0.20, -0.62, 0.22, 0.22, 0.22, 0.05, -0.58, 0.00, -0.21, 0.24, -0.41, 0.21, 0.23, 0.13, -0.68], "orbital_gap_ha": 0.324, "spin_multiplicity": 1, "homo_ev": -8.194, "lumo_energy_ev": 0.6}

--- C ---
{"formula": "C7H12S", "method": "ωB97M-V/def2-TZVPD", "symbols": ["C", "C", "H", "H", "H", "C", "S", "H", "H", "H", "C", "C", "C", "C", "H", "H", "H", "H", "H", "H"], "xyz": [[1.129, -1.140, -0.168], [0.922, 1.253, 0.004], [-2.569, 0.750, 0.544], [2.968, 0.187, -0.078], [1.322, 2.291, 0.375], [1.906, 0.094, 0.434], [-0.627, -0.310, 1.867], [-0.424, -2.284, 0.458], [1.618, -2.080, 0.073], [0.680, 1.175, -1.227], [-0.495, 1.047, 0.632], [-1.355, -0.851, -0.693], [-1.735, 0.761, -0.335], [-0.335, -1.220, 0.381], [1.905, 0.144, 1.569], [-1.061, -0.879, -1.668], [-0.679, 1.992, 1.031], [-2.284, -1.446, -0.615], [1.212, -0.972, -1.293], [-2.101, 1.488, -1.291]], "nbo_charge": [-0.40, -0.41, 0.22, 0.22, 0.22, -0.42, 0.23, 0.24, 0.21, 0.20, -0.36, -0.40, -0.43, -0.40, 0.23, 0.20, 0.22, 0.21, 0.21, 0.23], "orbital_gap_ha": 0.352, "spin_multiplicity": 1, "homo_ev": -8.749, "lumo_energy_ev": 0.8}

Here are the energies relative to the best structure, in hartree: A 0.0000; B 0.0909; C 0.0041.

--- A ---
{"formula": "C5H5N3O3", "method": "ωB97M-V/def2-TZVPD", "symbols": ["N", "C", "C", "N", "C", "H", "O", "N", "O", "O", "H", "C", "H", "H", "C", "H"], "xyz": [[2.201, -0.673, 1.193], [1.536, -0.106, 0.267], [-1.731, 0.427, -0.823], [3.561, -0.639, 1.184], [-2.125, -0.465, 0.074], [-3.147, -0.687, 0.050], [-0.420, 0.640, -0.813], [-2.508, 1.127, -1.754], [-1.885, 1.922, -2.428], [-3.687, 0.866, -1.789], [2.062, 0.506, -0.529], [-0.902, -0.873, 0.786], [3.711, -0.571, 2.157], [3.988, 0.074, 0.566], [0.058, -0.091, 0.176], [-0.712, -1.456, 1.683]], "nbo_charge": [-0.20, -0.03, 0.28, -0.61, -0.21, 0.25, -0.36, 0.51, -0.37, -0.38, 0.16, -0.29, 0.38, 0.34, 0.27, 0.25], "orbital_gap_ha": 0.306, "spin_multiplicity": 1, "homo_ev": -8.891, "lumo_energy_ev": -0.6}

--- B ---
{"formula": "C5H5N3O3", "method": "ωB97M-V/def2-TZVPD", "symbols": ["C", "O", "N", "H", "C", "H", "H", "C", "O", "N", "O", "C", "C", "N", "H", "H"], "xyz": [[1.864, 0.107, 0.021], [3.848, 1.165, 0.085], [3.276, 0.098, -0.156], [-4.032, 1.228, -1.107], [1.012, -0.924, -0.156], [-3.260, -2.349, -0.173], [1.404, -1.965, -0.350], [-1.468, -1.119, 0.140], [-3.221, 1.243, -0.620], [-0.116, 0.757, 0.816], [3.814, -0.865, -0.607], [-0.272, -0.466, 0.378], [-2.375, -1.923, 0.110], [1.142, 1.128, 0.577], [1.525, 1.881, 1.055], [-3.142, 2.004, -0.013]], "nbo_charge": [0.16, -0.40, 0.52, 0.47, -0.23, 0.22, 0.26, -0.02, -0.95, -0.17, -0.33, 0.03, -0.16, -0.31, 0.42, 0.48], "orbital_gap_ha": 0.321, "spin_multiplicity": 1, "homo_ev": -9.527, "lumo_energy_ev": -0.8}

Here are the energies relative to the best structure, in hartree: A 0.0000; B 0.0329.

--- A ---
{"formula": "CH5IN2S", "method": "ωB97M-V/def2-TZVPD", "symbols": ["H", "C", "N", "H", "H", "N", "S", "H", "H", "I"], "xyz": [[-2.017, -1.010, -0.903], [-0.985, -1.220, -0.422], [0.682, 2.018, 0.641], [1.155, 2.941, 0.771], [-1.300, -1.913, 0.359], [-0.285, 0.011, 0.116], [0.853, 1.000, -0.461], [-0.565, 0.407, 1.131], [-0.473, -1.711, -1.209], [2.935, -0.522, -0.022]], "nbo_charge": [0.19, -0.42, -1.12, 0.42, 0.22, -0.87, 1.28, 0.44, 0.22, -0.37], "orbital_gap_ha": [0.302, 0.302], "spin_multiplicity": 1, "homo_ev": [-8.623, -8.623], "lumo_energy_ev": [-0.4, -0.4]}

--- B ---
{"formula": "CH5IN2S", "method": "ωB97M-V/def2-TZVPD", "symbols": ["I", "C", "H", "H", "H", "N", "H", "H", "N", "S"], "xyz": [[3.317, -0.049, -0.365], [-0.949, -0.735, -0.311], [-1.790, -0.152, -0.737], [-0.338, -1.228, -1.005], [-1.444, -1.444, 0.452], [0.754, 2.400, 0.489], [-0.489, 0.665, 1.141], [0.999, 3.264, 0.049], [-0.050, 0.159, 0.426], [0.808, 1.174, -0.447]], "nbo_charge": [-0.40, -0.42, 0.19, 0.22, 0.22, -1.03, 0.41, 0.38, -0.81, 1.24], "orbital_gap_ha": [0.278, 0.278], "spin_multiplicity": 1, "homo_ev": [-8.658, -8.656], "lumo_energy_ev": [-1.1, -1.1]}

Here are the energies relative to the best structure, in hartree: A 0.0157; B 0.0000.

--- A ---
{"formula": "C8H12N2", "method": "ωB97M-V/def2-TZVPD", "symbols": ["C", "N", "H", "H", "H", "C", "C", "N", "C", "H", "C", "H", "C", "H", "C", "H", "H", "H", "H", "H", "C", "H"], "xyz": [[-0.850, -0.994, -0.777], [2.324, 2.592, -0.541], [-1.407, -1.688, -1.463], [-0.351, -2.508, 0.870], [0.645, -0.855, 2.068], [-0.913, 0.833, 1.126], [0.990, -0.723, 1.029], [1.391, 1.796, -0.460], [-1.671, -0.153, 0.132], [-0.882, 0.436, 2.240], [0.020, -0.108, -1.726], [-2.026, -0.878, 0.866], [0.675, 0.797, -0.826], [0.835, -0.662, -2.122], [0.142, -1.737, 0.139], [-1.409, 1.785, 1.002], [0.837, -2.204, -0.509], [2.313, 3.317, 0.216], [1.989, -0.708, 0.921], [-2.435, 0.552, -0.288], [0.481, 0.683, 0.619], [-0.701, 0.428, -2.516]], "nbo_charge": [-0.22, -0.54, 0.23, 0.22, 0.20, -0.42, -0.44, 0.04, -0.42, 0.20, -0.45, 0.22, 0.07, 0.23, -0.40, 0.22, 0.21, 0.33, 0.22, 0.22, 0.05, 0.23], "orbital_gap_ha": 0.297, "spin_multiplicity": 1, "homo_ev": -7.251, "lumo_energy_ev": 0.8}

--- B ---
{"formula": "C8H12N2", "method": "ωB97M-V/def2-TZVPD", "symbols": ["H", "H", "C", "N", "C", "C", "C", "H", "H", "H", "H", "H", "C", "N", "H", "C", "H", "H", "C", "C", "H", "H"], "xyz": [[-0.433, 1.434, -1.171], [-2.309, -0.776, 1.822], [2.473, -0.177, -0.060], [-1.215, 0.696, 0.675], [-3.511, -0.105, 0.109], [-2.439, -0.996, -0.449], [2.855, 0.898, 1.008], [-1.382, 1.696, 1.132], [-4.448, -0.790, 0.360], [3.396, 0.592, 1.838], [-2.647, -2.076, -0.473], [0.821, -1.059, 0.608], [-2.249, -0.256, 0.862], [-0.928, 0.625, -0.761], [3.371, 1.557, -1.096], [-1.515, -0.365, -1.422], [1.448, -1.681, -1.157], [4.619, 0.480, -0.431], [3.569, 0.789, -0.333], [1.581, -1.032, -0.221], [2.167, 1.777, 1.245], [-3.876, 0.943, -0.298]], "nbo_charge": [0.42, 0.22, -0.01, -0.50, -0.43, -0.35, -0.45, 0.38, 0.23, 0.21, 0.24, 0.22, -0.10, -0.42, 0.22, 0.09, 0.21, 0.22, -0.44, -0.39, 0.21, 0.23], "orbital_gap_ha": 0.330, "spin_multiplicity": 1, "homo_ev": -8.169, "lumo_energy_ev": 0.8}

Here are the energies relative to the best structure, in hartree: A 0.0000; B 0.0192.